(1)
115
Properties=species:S:1:pos:R:3 method="wB97M-V/def2-TZVPD" fmax_ha_per_bohr=0.0549 total_charge=+1 homo_lumo_gap_ha=0.23125 lumo_energy_ev=-4.3028 homo_energy_ev=-10.60 energy_ev=-64267.75830
C -4.16431 5.44263 3.27567
C -3.48604 4.16880 2.87267
C -3.01743 3.28421 3.84423
C -2.49504 2.03416 3.51732
C -2.21376 1.11143 4.67289
C -2.28858 1.69341 2.15961
C -1.76763 0.30636 1.73923
C -2.90457 -0.71310 1.81241
C -0.45964 -0.15185 2.44367
C 0.80056 0.45204 1.77308
C 1.58083 1.47133 2.60651
C 1.71221 2.78218 2.09451
C 0.71957 3.38070 1.13130
C 2.83400 3.53271 2.44110
C 3.74396 3.04535 3.38231
C 5.03499 3.75865 3.64469
C 3.40426 1.90093 4.11238
C 2.30190 1.11527 3.76792
C 1.93239 -0.05121 4.64230
C -2.78055 2.57762 1.17012
C -2.74786 2.23207 -0.29945
C -3.32879 3.81121 1.53401
H -4.37576 6.06086 2.39890
H -5.11959 5.25028 3.78518
H -3.54398 6.02500 3.96912
H -3.10225 3.54825 4.90070
H -2.34084 0.05047 4.43429
H -1.20320 1.27791 5.07669
H -2.90629 1.34691 5.49401
H -1.50452 0.37692 0.67249
H -3.74881 -0.33750 1.21570
H -2.60512 -1.68205 1.39306
H -3.24341 -0.85788 2.84657
H -0.47156 0.13867 3.50086
H -0.42908 -1.25161 2.42748
H 0.40943 1.06346 0.95433
H 0.77387 4.47639 1.19644
H 0.91859 3.12651 0.07709
H -0.31232 3.09422 1.37685
H 2.99788 4.48563 1.93418
H 5.75058 3.06595 4.10250
H 5.47380 4.14584 2.71726
H 4.89972 4.60799 4.32986
H 4.03890 1.58254 4.94454
H 2.82918 -0.59537 4.96818
H 1.39958 0.29666 5.54417
H 1.28111 -0.77810 4.14610
H -3.20335 3.04763 -0.87973
H -1.71831 2.12198 -0.67673
H -3.30799 1.31307 -0.53511
H -3.65643 4.49705 0.75229
C -3.81889 -2.20253 -3.02580
Si -2.77969 -1.53493 -4.41636
C -2.37458 -2.85886 -5.65382
C -3.56573 -0.01147 -5.13324
O -1.33654 -0.96641 -3.84443
C -0.20818 -1.25704 -3.04201
C -0.44225 -2.55850 -2.27719
C -0.04360 -3.75917 -2.86537
C -0.28584 -4.96601 -2.19693
C -0.98441 -4.96475 -0.99160
C -1.45120 -3.76671 -0.44573
C -1.19790 -2.55591 -1.10235
C 1.05598 -1.31054 -3.94023
C 1.03117 -0.78764 -5.23678
C 2.20342 -0.77404 -6.00048
C 3.39309 -1.26360 -5.46540
C 3.41188 -1.80404 -4.17692
C 2.23843 -1.83957 -3.41871
C -0.06929 0.01162 -2.14915
C 0.18676 1.27164 -2.99689
C 1.66400 1.62443 -2.81988
C 2.11546 0.95273 -1.52153
N 1.05237 -0.01824 -1.21103
C 1.15635 -0.90348 -0.21425
C 1.74067 -0.50340 1.09414
C 2.21624 -1.76604 1.87155
C 3.53450 -1.82803 2.33335
C 4.03909 -3.00545 2.89633
C 3.21973 -4.13490 3.00810
C 1.88386 -4.05696 2.61386
C 1.39045 -2.88326 2.02402
H -4.85231 -2.29446 -3.39127
H -3.47748 -3.19279 -2.70071
H -3.81765 -1.52761 -2.16006
H -3.27797 -3.10453 -6.22887
H -1.59358 -2.52461 -6.34847
H -2.02472 -3.76991 -5.15145
H -4.57995 -0.23613 -5.49131
H -3.63367 0.77848 -4.37178
H -2.97605 0.37425 -5.97542
H 0.46450 -3.74677 -3.83577
H 0.07807 -5.89304 -2.64311
H -1.17459 -5.90561 -0.46818
H -2.02747 -3.76011 0.48438
H -1.57283 -1.61245 -0.69802
H 0.09590 -0.39190 -5.64794
H 2.16502 -0.36421 -7.01238
H 4.31155 -1.23189 -6.05759
H 4.33347 -2.20106 -3.74883
H 2.22872 -2.31023 -2.43265
H -1.01719 0.12612 -1.58254
H -0.10298 1.13245 -4.04245
H -0.44751 2.06594 -2.58032
H 2.26637 1.22773 -3.65127
H 1.82902 2.70701 -2.76982
H 3.08399 0.43454 -1.60942
H 2.21715 1.68631 -0.70463
H 1.04058 -1.96461 -0.44988
H 2.66302 0.06011 0.86813
H 4.17790 -0.94744 2.24804
H 5.07367 -3.03698 3.24461
H 3.62652 -5.07473 3.39083
H 1.20171 -4.90090 2.75224
H 0.35312 -2.86253 1.66486

(2)
135
Properties=species:S:1:pos:R:3 method="wB97M-V/def2-TZVPD" fmax_ha_per_bohr=0.0994 total_charge=+1 homo_lumo_gap_ha=0.25254 lumo_energy_ev=-3.8052 homo_energy_ev=-10.68 energy_ev=-139732.41275 de_lowest_kj_mol=967.7
C -6.64362 -0.76487 1.58174
C -6.34803 -1.52326 0.19063
C -5.93529 -0.42744 -0.92092
C -4.32560 -0.19586 -0.83061
C -3.65485 -0.97573 -2.08921
C -2.09000 -1.16160 -1.76876
C -1.12086 -0.15330 -2.58117
C 0.42669 -0.55208 -2.21405
N 1.11283 0.73103 -1.86710
C 1.51870 1.51962 -3.07917
C 0.70463 2.90249 -3.20702
C 1.54696 4.21616 -2.83006
C 2.23773 4.92366 -4.09418
C 2.91358 6.34818 -3.78227
C 1.92780 7.43747 -3.13804
C 1.83830 7.41730 -1.53311
C 3.24872 7.25064 -0.77360
C 2.21133 0.54480 -0.91170
S 2.83335 1.95428 -0.18830
S 2.98117 -1.06598 -0.46290
C 4.56404 -0.79167 0.45311
C 4.34713 -0.17254 1.95082
C 5.52807 0.89066 2.16108
S 5.19595 2.19740 3.43440
P 5.08354 4.06390 2.32368
S 6.63521 4.19332 1.12449
C 3.56137 2.00741 4.25476
C 3.56768 1.70161 5.80253
C 2.24930 1.56237 6.63656
C 0.85206 1.72749 5.95669
C 0.85539 2.00776 4.40841
C 2.16833 2.15140 3.58655
H -6.74631 0.35998 1.33609
H -7.67733 -1.08994 1.98347
H -5.81016 -0.97834 2.33397
H -7.25777 -2.10534 -0.18174
H -5.48045 -2.26953 0.28470
H -6.50752 0.55694 -0.84765
H -6.14314 -0.89070 -1.94571
H -3.99801 -0.64713 0.18225
H -4.02620 0.90734 -0.79398
H -4.13536 -2.02935 -2.07496
H -3.88774 -0.49071 -3.09489
H -1.87120 -1.07244 -0.63793
H -1.80680 -2.23464 -2.05924
H -1.31643 -0.12777 -3.70430
H -1.29506 0.88906 -2.10780
H 0.85745 -1.00555 -3.18529
H 0.34884 -1.30116 -1.35736
H 1.37570 0.93784 -4.07121
H 2.66604 1.74275 -3.03142
H -0.23122 2.85170 -2.55663
H 0.38954 3.00464 -4.30456
H 0.78845 4.97095 -2.38541
H 2.35035 4.06354 -2.03361
H 3.09074 4.22307 -4.43720
H 1.49218 4.96021 -4.96427
H 3.23981 6.77559 -4.80947
H 3.87959 6.16566 -3.20223
H 0.84829 7.26472 -3.52468
H 2.19656 8.50503 -3.47913
H 1.07264 6.66372 -1.11316
H 1.42801 8.45604 -1.22074
H 4.16401 7.40411 -1.44620
H 3.26889 6.17330 -0.34492
H 3.30753 7.95176 0.12973
H 5.07934 -1.82017 0.56294
H 5.26789 -0.15313 -0.18690
H 4.39809 -1.00634 2.74447
H 3.29457 0.26304 1.97225
H 5.71269 1.44859 1.16208
H 6.50004 0.29920 2.35607
H 3.86386 4.07801 1.55931
H 5.17268 5.15446 3.26792
H 4.57397 1.61165 6.32542
H 2.29392 1.37344 7.76525
H -0.09949 1.64812 6.58282
H -0.18454 2.10044 3.93049
H 2.08065 2.38725 2.47618
C -10.15910 -5.68552 -1.28870
C -10.09534 -7.01746 -1.22751
C -9.31488 -7.70963 -0.16167
O -9.29300 -8.92771 -0.12378
C -8.59117 -6.88194 0.80840
C -8.65234 -5.55015 0.74484
C -9.45472 -4.85853 -0.30391
O -9.50216 -3.63998 -0.32007
O -7.98293 -4.76826 1.63767
O -10.74208 -7.79824 -2.13635
H -10.72330 -5.17085 -2.05507
H -8.01448 -7.39658 1.56548
H -8.18778 -3.84734 1.38129
H -10.54269 -8.71901 -1.87670
C 5.14886 -1.50148 -3.89760
C 4.55410 -0.32039 -4.07890
C 4.82080 0.50617 -5.29016
O 4.24396 1.57179 -5.43032
C 5.78268 -0.00335 -6.27248
C 6.38079 -1.18336 -6.09010
C 6.09332 -2.02263 -4.89219
O 6.64336 -3.10265 -4.76653
O 7.27740 -1.66725 -6.99221
O 3.67453 0.18090 -3.16265
H 4.96205 -2.11199 -3.02403
H 5.98051 0.61441 -7.13818
H 7.56480 -2.53100 -6.63586
H 3.37341 1.06671 -3.53212
C -5.39345 -12.01758 -1.78747
C -6.32933 -11.31997 -1.13937
C -6.06549 -10.72533 0.20103
O -6.93859 -10.07965 0.75187
C -4.74903 -10.95131 0.80764
C -3.81451 -11.65161 0.16136
C -4.06933 -12.22330 -1.19168
O -3.18570 -12.84205 -1.76021
O -2.58841 -11.87204 0.71273
O -7.56485 -11.12166 -1.67745
H -5.57134 -12.45261 -2.76194
H -4.57657 -10.52925 1.78862
H -2.09760 -12.39897 0.05165
H -8.05466 -10.58833 -1.01742
C 4.14847 7.96169 5.80663
C 4.24281 6.63320 5.86761
C 5.03782 5.95736 6.93151
O 5.08484 4.73698 6.96444
C 5.74270 6.79850 7.90248
C 5.65225 8.12984 7.84132
C 4.83471 8.80486 6.79330
O 4.75925 10.01933 6.77739
O 6.30287 8.92267 8.73389
O 3.61303 5.83321 4.95663
H 3.57258 8.46385 5.04035
H 6.33050 6.29572 8.65868
H 6.07829 9.83983 8.47987
H 3.83498 4.91738 5.21986

(3)
120
Properties=species:S:1:pos:R:3 method="wB97M-V/def2-TZVPD" fmax_ha_per_bohr=0.0640 total_charge=+1 homo_lumo_gap_ha=0.11862 lumo_energy_ev=-4.6942 homo_energy_ev=-7.92 energy_ev=-62379.69437
C 2.08954 -3.42593 -2.87157
C 1.36775 -2.63368 -3.96248
C 1.18699 -3.46359 -5.23254
C 2.08378 -1.33609 -4.25893
C 3.38214 -1.33728 -4.73774
C 4.04061 -0.15232 -4.99261
C 3.40424 1.05117 -4.76747
C 2.09659 1.08830 -4.31100
C 1.38988 2.39976 -4.04854
C 1.75141 3.45875 -5.09220
C 1.66765 2.89936 -2.62970
C 1.43067 -0.11579 -4.05071
N 0.06261 -0.10372 -3.58002
N -0.99680 -0.09574 -4.38670
N -2.04530 -0.10048 -3.59222
C -3.41260 -0.11500 -4.06869
C -4.07201 -1.33148 -4.27870
C -3.36069 -2.63442 -3.99913
C -3.19377 -3.45348 -5.27904
C -4.07859 -3.43829 -2.91355
C -5.37236 -1.32652 -4.75550
C -6.02015 -0.13672 -5.01888
C -5.37361 1.06374 -4.80579
C -4.07370 1.08986 -4.32933
C -3.36178 2.40206 -4.10173
C -4.07957 3.24783 -3.04891
C -3.19217 3.16739 -5.41386
C -1.70237 -0.10522 -2.22678
C -2.64533 -0.09022 -1.09374
C -0.31359 -0.12625 -2.20695
C 0.53189 -0.16220 -1.12557
H 2.18890 -2.83552 -1.95945
H 1.56132 -4.34856 -2.62530
H 3.09343 -3.70149 -3.19652
H 0.36533 -2.36451 -3.58451
H 0.64301 -2.89943 -5.99154
H 2.15525 -3.73692 -5.65335
H 0.64212 -4.38864 -5.03712
H 3.88105 -2.27559 -4.91310
H 5.05207 -0.16818 -5.36672
H 3.93412 1.97017 -4.95197
H 0.30838 2.19013 -4.13562
H 1.60834 3.07208 -6.10216
H 1.14861 4.36123 -4.98095
H 2.79597 3.75686 -4.99663
H 1.32614 2.18141 -1.88384
H 2.73763 3.04709 -2.47695
H 1.16877 3.84935 -2.43030
H -2.35475 -2.37183 -3.62637
H -2.65485 -2.88392 -6.03782
H -2.65036 -4.38253 -5.09723
H -4.16712 -3.72053 -5.69307
H -4.17844 -2.85847 -1.99537
H -5.08322 -3.71270 -3.23773
H -3.54723 -4.36214 -2.67768
H -5.88474 -2.26069 -4.92044
H -7.03411 -0.14473 -5.38566
H -5.88584 1.99001 -5.01028
H -2.35651 2.15367 -3.71723
H -4.17962 2.70310 -2.10931
H -3.54753 4.17960 -2.84869
H -5.08390 3.51015 -3.38361
H -2.65386 2.56535 -6.14767
H -4.16465 3.41886 -5.83942
H -2.64655 4.10176 -5.27040
H -2.12412 -0.07525 -0.13686
H -3.28788 0.78860 -1.13572
H -3.28679 -0.97009 -1.10993
H 0.15249 -0.14773 -0.12578
H 1.59383 -0.19322 -1.25927
C 1.71603 0.70409 9.28609
N 1.67702 0.86280 7.84664
C 2.24827 1.96835 7.25821
O 2.81593 2.87349 7.83177
C 2.04506 1.83117 5.76248
C 3.38787 1.83042 5.02875
C 4.18452 3.08786 5.23388
C 5.40700 3.06130 5.88839
C 6.12696 4.22115 6.09178
C 5.62972 5.42735 5.64453
C 4.40719 5.47283 5.00775
C 3.69340 4.30975 4.80332
N 1.27868 0.56279 5.55548
C 0.87120 0.11770 4.33290
C 0.16549 -1.05124 4.14897
C -0.26210 -1.57406 2.94671
C -0.99337 -2.79318 2.84210
C -1.38097 -3.28945 1.58334
C -2.08293 -4.46643 1.47141
C -2.42554 -5.18821 2.60261
C -2.06113 -4.72308 3.85280
C -1.35857 -3.54959 3.97672
C 1.02415 -0.08512 6.89431
C 1.71425 -1.44364 6.97757
C -0.47124 -0.14905 7.20223
H 2.26381 1.53802 9.72178
H 0.70747 0.69449 9.69409
H 2.22109 -0.22228 9.55040
H 1.41986 2.66481 5.41399
H 3.96429 0.96484 5.37149
H 3.23154 1.67666 3.95693
H 5.78219 2.12176 6.25438
H 7.07941 4.18461 6.59629
H 6.18762 6.33501 5.80593
H 4.01007 6.41517 4.66609
H 2.73348 4.34049 4.31887
H 1.12848 0.71840 3.48113
H -0.07152 -1.61461 5.02561
H -0.03088 -1.03643 2.04570
H -1.11743 -2.73461 0.69966
H -2.36942 -4.83493 0.49999
H -2.97489 -6.11095 2.51253
H -2.33224 -5.28752 4.73078
H -1.09184 -3.21079 4.96003
H 2.78694 -1.32315 6.83537
H 1.54568 -1.90762 7.94749
H 1.36089 -2.13504 6.21759
H -0.89215 0.85500 7.21878
H -1.02451 -0.72207 6.46371
H -0.65090 -0.60780 8.17281